Entry from the OMol25 dataset: a structure of composition C4H6I2S (ωB97M-V/def2-TZVPD).

Calculated values
HOMO energy: -9.1796 eV
ΔE to the lowest compared entry with this formula, charge and spin: 53.33 kJ/mol

Geometry (Å):
1 C -0.9159 0.1975 0.2341
2 C -1.8719 -0.3440 -0.4135
3 C 1.5897 -0.5537 0.9313
4 C 0.5163 0.3926 -0.1361
5 S 0.8241 -0.2373 -1.7678
6 I -3.8295 -0.0166 0.1519
7 I 1.2234 2.4105 0.1312
8 H -1.2168 0.7555 1.1050
9 H -1.5468 -0.9081 -1.3296
10 H 1.1357 -0.3908 2.0486
11 H 1.4458 -1.5960 0.6205
12 H 2.6235 -0.1616 0.8210
13 H 0.0224 0.4520 -2.3966

Atomic partial charges in e from the Mulliken method, atoms 1 to 4: C -0.439; C -0.329; C -1.010; C -0.054

Entry from the OMol25 dataset: the molecule C18H28N2O4S (ωB97M-V/def2-TZVPD).

Calculated values
HOMO energy: -9.1297 eV
Structure (SMILES): Cc1ccccc1CS(=O)(=O)CCC(=O)NCCCN1CCOCC1
ΔE to the lowest compared entry with this formula, charge and spin: 30.67 kJ/mol

Geometry (Å):
1 C 0.9486 -4.9396 0.3175
2 C -0.1809 -3.9844 0.5525
3 C -1.4937 -4.4377 0.5208
4 C -2.5601 -3.5765 0.7042
5 C -2.3253 -2.2309 0.9243
6 C -1.0250 -1.7648 0.9676
7 C 0.0513 -2.6273 0.7962
8 C 1.4258 -2.0547 0.7897
9 S 1.7412 -1.5063 -0.9321
10 O 0.6724 -0.6333 -1.3490
11 O 1.9764 -2.6759 -1.7372
12 C 3.2906 -0.5243 -0.9003
13 C 2.9524 0.9346 -0.6689
14 C 2.4483 1.1283 0.7588
15 O 3.1831 0.9742 1.7196
16 N 1.1555 1.4610 0.8649
17 C 0.5418 1.7706 2.1365
18 C -0.3976 2.9663 2.0011
19 C -1.6144 2.6460 1.1298
20 N -1.2546 2.3132 -0.2425
21 C -0.9414 3.4907 -1.0392
22 C -0.5082 3.0544 -2.4402
23 O -1.5134 2.3118 -3.0787
24 C -1.8286 1.1656 -2.3154
25 C -2.2993 1.5503 -0.9133
26 H 0.5667 -5.9386 0.1243
27 H 1.5311 -4.6155 -0.5435
28 H 1.6071 -4.9874 1.1852
29 H -1.6826 -5.4858 0.3388
30 H -3.5712 -3.9540 0.6690
31 H -3.1529 -1.5500 1.0605
32 H -0.8319 -0.7149 1.1245
33 H 2.2024 -2.7757 1.0194
34 H 1.5145 -1.1734 1.4162
35 H 3.9089 -0.9286 -0.1030
36 H 3.7647 -0.6955 -1.8636
37 H 2.2001 1.2477 -1.3916
38 H 3.8517 1.5431 -0.7893
39 H 0.5173 1.4842 0.0706
40 H -0.0198 0.9056 2.5131
41 H 1.3481 1.9844 2.8440
42 H -0.7529 3.2491 2.9932
43 H 0.1542 3.8121 1.5903
44 H -2.3195 3.4948 1.1616
45 H -2.1241 1.7778 1.5570
46 H -0.1288 4.0456 -0.5673
47 H -1.8194 4.1552 -1.1251
48 H -0.3169 3.9259 -3.0695
49 H 0.4093 2.4500 -2.3640
50 H -2.6228 0.6484 -2.8551
51 H -0.9525 0.5095 -2.2305
52 H -2.4935 0.6385 -0.3463
53 H -3.2325 2.1361 -0.9857

Atomic partial charges in e from the Mulliken method, atoms 1 to 4: C -1.546; C 0.998; C -0.830; C -0.702

Entry from the OMol25 dataset: a cluster of 2 separate species, C4H2S2 in total (ωB97M-V/def2-TZVPD).

Calculated values
HOMO energy (spin up / spin down): -8.3535 / -8.3582 eV
Structure (SMILES): S=C=C=S.C#C
ΔE to the lowest compared entry with this formula, charge and spin: 246.19 kJ/mol

Geometry (Å):
1 S -0.5397 0.9544 -2.0872
2 C -1.1553 -0.4275 -1.7448
3 C -1.5662 -1.3609 -0.9665
4 S -1.9898 -2.7704 -0.3150
5 C 1.8414 1.1224 1.0779
6 C 0.7307 0.7597 1.3392
7 H 2.9365 1.2216 1.1842
8 H -0.2575 0.5006 1.5122

Atomic partial charges in e from the Mulliken method, atoms 1 to 4: S -0.217; C 0.346; C 0.099; S -0.238

Entry from the OMol25 dataset: a structure of composition C18H77CrN2O23 (ωB97M-V/def2-TZVPD).

Calculated values
Multiplicity: 4
HOMO energy (spin up / spin down): -5.8487 / -5.9189 eV

Geometry (Å):
1 Cr 2.2794 1.7701 1.3466
2 C 4.2393 -1.1502 -1.2531
3 C 4.5129 -1.6036 0.2342
4 C 5.4881 -2.8346 0.2485
5 C 6.9404 -2.3979 -0.0642
6 C 7.3307 -1.2865 0.9214
7 C 6.3963 -0.0410 0.9940
8 N 5.0032 -0.5168 1.1795
9 O 4.0139 0.4946 1.4998
10 C 6.5177 0.9455 -0.2526
11 C 6.8934 0.7939 2.1613
12 C 3.2541 -2.2217 0.8341
13 H 3.4906 -1.7878 -1.7231
14 H 5.1024 -1.1274 -1.9185
15 H 3.7521 -0.1772 -1.1894
16 H 5.0752 -3.5791 -0.4321
17 H 5.5710 -3.2532 1.2515
18 H 7.0388 -2.0171 -1.0808
19 H 7.6309 -3.2209 0.1205
20 H 8.3509 -1.0260 0.6395
21 H 7.4684 -1.7174 1.9131
22 H 5.8590 1.8130 -0.2110
23 H 6.3721 0.4110 -1.1914
24 H 7.5625 1.2558 -0.2595
25 H 6.5067 0.4352 3.1152
26 H 6.5460 1.8175 2.0211
27 H 7.9571 0.6103 2.3130
28 H 3.3854 -2.7146 1.7974
29 H 2.7387 -2.8745 0.1296
30 H 2.5458 -1.4854 1.2137
31 C -0.8964 0.1735 -2.1969
32 C -1.2638 0.9878 -0.9112
33 C -2.8440 1.1355 -0.7044
34 C -3.4983 -0.2244 -0.2726
35 C -2.8070 -0.7714 0.9540
36 C -1.2550 -1.0279 0.7619
37 N -0.6432 0.3146 0.3107
38 O 0.7807 0.4943 0.4720
39 C -1.0618 -2.2463 -0.1561
40 C -0.6241 -1.3854 2.1617
41 C -0.8762 2.4293 -1.2188
42 H -0.5932 0.7407 -3.0769
43 H -1.7388 -0.4479 -2.5009
44 H -0.1947 -0.6284 -1.9679
45 H -3.4295 1.4915 -1.5521
46 H -2.9618 1.8121 0.1420
47 H -3.6802 -0.8970 -1.1108
48 H -4.5190 0.0494 -0.0055
49 H -3.2458 -1.7239 1.2511
50 H -2.9353 -0.0210 1.7341
51 H -1.7295 -2.2388 -1.0176
52 H -1.3582 -3.1632 0.3534
53 H -0.0087 -2.4264 -0.3720
54 H 0.4331 -1.6221 2.2819
55 H -1.1290 -2.1844 2.7047
56 H -0.6996 -0.4967 2.7882
57 H -1.4628 2.7168 -2.0913
58 H 0.1846 2.6031 -1.3994
59 H -1.1362 3.0925 -0.3938
60 O 1.5985 1.4264 3.1421
61 H 1.1301 0.5703 3.0945
62 O -1.7809 -4.8849 1.8867
63 H -1.2562 -5.1246 1.1229
64 H -1.2796 -5.2110 2.6341
65 O -0.6932 -3.0300 5.1541
66 H -1.4508 -3.1737 4.5870
67 H -0.4205 -3.9089 5.4176
68 O 2.2212 -0.9360 4.6947
69 H 1.9543 -1.8470 4.8177
70 H 3.1721 -0.9762 4.5925
71 O -2.9785 2.4782 -4.2471
72 H -3.7144 2.2403 -4.8111
73 H -2.4600 1.6765 -4.1780
74 O 2.2712 3.0380 -3.0600
75 H 1.7771 2.4935 -3.6728
76 H 2.9290 3.4733 -3.6022
77 O -4.2192 4.0315 1.5977
78 H -5.1578 3.8460 1.5680
79 H -4.1039 4.7800 1.0124
80 O 1.2178 5.1635 -0.6774
81 H 1.4166 5.9694 -0.2008
82 H 0.9666 5.4582 -1.5528
83 O -0.4584 -0.3236 5.1949
84 H -0.3140 -1.2619 5.3173
85 H -1.4044 -0.2399 5.0755
86 O -3.6914 -4.5206 -1.7167
87 H -3.3145 -4.0167 -0.9954
88 H -4.6078 -4.6446 -1.4697
89 O -1.6541 2.4963 2.1964
90 H -1.5287 1.7231 1.6463
91 H -2.4396 2.9158 1.8453
92 O 0.7990 3.3262 1.1905
93 H -0.1032 3.2420 1.4989
94 H 0.7931 4.1110 0.6426
95 O -5.1074 -0.5867 -3.6757
96 H -4.2797 -1.0556 -3.5695
97 H -5.2797 -0.6141 -4.6168
98 O 2.8724 2.3321 -0.5341
99 H 3.7489 2.6558 -0.7420
100 H 2.3251 2.6412 -1.2560
101 O -3.1232 -2.4541 -3.7555
102 H -2.4958 -2.6639 -4.4473
103 H -3.0855 -3.2040 -3.1618
104 O -3.3673 5.5177 -3.2625
105 H -2.8040 6.2729 -3.0929
106 H -2.7662 4.7738 -3.3007
107 O 1.3680 -2.3973 -3.4338
108 H 1.0857 -1.9546 -2.6335
109 H 1.8500 -1.7288 -3.9207
110 O -6.1878 1.8609 -2.1858
111 H -5.5953 1.1943 -2.5334
112 H -6.6722 1.4133 -1.4921
113 O -7.4865 0.7143 -0.0650
114 H -7.2520 -0.1682 0.2220
115 H -8.4430 0.7314 -0.0313
116 O -6.0121 -2.8944 -2.1601
117 H -5.7364 -2.0295 -2.4637
118 H -6.6453 -3.1881 -2.8151
119 O -4.5982 1.3463 3.3954
120 H -4.6479 2.2122 2.9903
121 H -5.5096 1.0635 3.4698

Atomic partial charges in e from the Mulliken method, atoms 1 to 4: Cr 0.390; C -1.421; C 1.795; C -1.296

Entry from the OMol25 dataset: a cluster of 3 separate species, C4H8ClNO in total (ωB97M-V/def2-TZVPD).

Calculated values
HOMO energy: -10.6850 eV
Structure (SMILES): CC#N.CC=O.Cl
ΔE to the lowest compared entry with this formula, charge and spin: 39.84 kJ/mol

Geometry (Å):
1 C 2.4532 1.7869 -0.3771
2 C 2.8659 0.6224 0.3556
3 N 3.1846 -0.3083 0.9376
4 H 3.2771 2.4966 -0.4344
5 H 1.6050 2.2496 0.1260
6 H 2.1574 1.4942 -1.3829
7 C -1.6401 -1.9146 -0.0585
8 C -0.7509 -0.7771 0.2836
9 O -1.0949 0.3699 0.4266
10 H -1.3345 -2.8088 0.4773
11 H -1.5194 -2.1154 -1.1242
12 H -2.6830 -1.6806 0.1333
13 H 0.3164 -1.0474 0.3803
14 Cl -4.0607 0.8792 0.0310
15 H -2.7761 0.7535 0.2260

Atomic partial charges in e from the Mulliken method, atoms 1 to 4: C -0.762; C 0.354; N -0.407; H 0.325

Entry from the OMol25 dataset: a structure of composition C10H21N3PtS2 (ωB97M-V/def2-TZVPD).

Calculated values
HOMO energy: -6.0580 eV

Geometry (Å):
1 Pt 0.2843 -0.5238 -0.0740
2 C -0.2609 1.1695 2.5020
3 C -0.7878 2.1470 1.4360
4 N -1.6735 1.5685 0.4636
5 C -2.8512 0.8217 0.7928
6 C -2.9225 -0.5127 0.0478
7 N -1.7277 -1.3640 0.1691
8 C -1.5835 -2.0983 1.4378
9 C -1.0320 -1.1962 2.5366
10 N -0.0057 -0.2287 2.0512
11 H 0.6860 1.5801 2.8549
12 H -0.9288 1.1381 3.3662
13 H -1.2145 3.0013 1.9840
14 H 0.0722 2.5165 0.8755
15 H -1.6735 2.0242 -0.4311
16 H -2.8832 0.6600 1.8721
17 H -3.7770 1.3618 0.5529
18 H -3.8048 -1.0657 0.3935
19 H -3.0504 -0.3103 -1.0167
20 H -1.7355 -2.0402 -0.5869
21 H -2.5340 -2.5353 1.7657
22 H -0.8785 -2.9056 1.2471
23 H -1.8364 -0.6339 3.0065
24 H -0.6012 -1.8284 3.3155
25 H 0.8865 -0.5007 2.4445
26 C 2.4146 -0.5414 -4.1558
27 C 2.0506 -0.3442 -2.7043
28 S 0.4042 -0.8261 -2.2895
29 C 2.8714 0.1554 -1.7811
30 C 4.2823 0.5964 -2.0451
31 S 2.3442 0.3596 -0.1099
32 H 1.5676 -0.9467 -4.7087
33 H 3.2456 -1.2410 -4.2691
34 H 2.6981 0.4002 -4.6307
35 H 4.5586 0.4604 -3.0898
36 H 4.9857 0.0302 -1.4295
37 H 4.4111 1.6523 -1.7935

Atomic partial charges in e from the Mulliken method, atoms 1 to 4: Pt 0.722; C -0.594; C -0.953; N -0.092

Computed E (Ha) in order:
-1149.5058, -1511.3585, -949.8103, -3616.3427, -747.3834, -1473.6127